ORCA calculation (wB97M-V/def2-TZVPD) on a 2-piece molecular cluster, C4H6OS overall at a distorted geometry.

Output
net charge	0
LUMO energy (alpha / beta)	0.4 / 0.4	eV
energy above the lowest of the compared OMol25 structures with the same formula, charge and spin	5.6308	eV
max |F|	0.148	Eh/bohr

Cartesian coordinates (Å):
C -1.04 1.32 1.25
C -1.01 0.93 0.05
C -0.73 -1.16 -0.63
C 0.63 -1.58 -0.93
O -1.93 -3.34 -0.96
S -2.13 -1.95 -0.50
H -1.35 2.34 1.53
H -1.17 0.75 2.11
H -0.64 1.29 -0.93
H 1.22 -1.29 -0.14
H 1.11 -1.09 -1.88
H 0.72 -2.77 -1.09



ORCA calculation (wB97M-V/def2-TZVPD) on C3H5NO2 as an isolated structure at a distorted geometry.

Output
net charge	0
LUMO energy	0.1	eV
energy above the lowest of the compared OMol25 structures with the same formula, charge and spin	3.8734	eV
max |F|	0.079	Eh/bohr

Cartesian coordinates (Å):
C -1.03 1.34 -0.07
N 0.03 0.37 -0.08
C -0.14 -0.92 0.17
O -1.18 -1.51 0.45
C 1.67 -1.68 -0.01
O 2.51 -0.88 -0.28
H -1.95 0.82 0.18
H -0.84 2.12 0.67
H -1.14 1.81 -1.06
H 0.99 0.63 -0.30
H 0.90 -2.37 0.24



ORCA calculation (wB97M-V/def2-TZVPD) on C5H4CdO5 as an isolated structure at a distorted geometry.

Output
net charge	+2
LUMO energy	-9.3	eV
energy above the lowest of the compared OMol25 structures with the same formula, charge and spin	0.0000	eV
max |F|	0.124	Eh/bohr

Cartesian coordinates (Å):
Cd -0.24 -0.51 -0.04
O -1.76 -3.63 1.19
C -1.26 -2.78 0.63
C -1.28 1.64 -0.79
O -1.90 2.48 -1.26
C 2.18 0.29 0.26
O 3.32 0.44 0.30
C 0.26 -0.92 -2.08
O 0.48 -1.19 -3.17
C -0.85 0.90 2.77
O -0.77 -0.50 2.33
H -1.70 1.32 2.24
H 0.01 1.50 2.45
H -1.01 0.96 3.86
H 0.11 -0.87 2.54



max |F| of number 3 (C5H4CdO5)? 0.124 Eh/bohr



net charge of number 3 (C5H4CdO5)? +2